This record from the Open Molecules 2025 dataset describes the molecule C30H47BrFNO4 at a distorted geometry. The level of theory is ωB97M-V/def2-TZVPD.

Atoms and positions in Å:
1 C 3.630 -3.730 1.022
2 C 2.287 -4.310 0.533
3 C 1.267 -4.182 1.656
4 N -0.107 -4.647 1.303
5 C -0.403 -4.784 -0.096
6 O -0.445 -5.833 -0.694
7 C -0.700 -3.356 -0.550
8 C -0.668 -2.766 -1.762
9 Br -0.185 -3.833 -3.260
10 C -0.962 -1.411 -1.844
11 C -0.921 -0.739 -3.199
12 C -2.318 -0.300 -3.670
13 C -2.955 -1.274 -4.643
14 F -2.233 0.955 -4.275
15 C -1.286 -0.701 -0.714
16 C -1.605 0.780 -0.762
17 C -0.411 1.729 -0.447
18 C 0.869 1.062 0.098
19 C 1.943 0.842 -1.010
20 C 3.149 1.766 -0.774
21 C 4.436 1.313 -1.491
22 C 5.705 1.620 -0.661
23 C 6.146 3.099 -0.746
24 C 5.659 3.891 0.475
25 O 6.254 3.449 1.680
26 C 5.319 3.077 2.665
27 C -1.355 -1.331 0.523
28 C -1.745 -0.623 1.793
29 C -3.267 -0.846 2.097
30 C -4.038 0.489 2.320
31 C -5.390 0.415 1.593
32 C -6.302 1.612 1.899
33 O -6.269 2.498 0.797
34 C -7.301 3.473 0.859
35 C -1.058 -2.659 0.590
36 C -1.010 -3.624 1.772
37 O -1.594 -3.589 2.829
38 H 4.227 -3.531 0.129
39 H 4.179 -4.414 1.666
40 H 3.480 -2.753 1.481
41 H 2.012 -3.700 -0.334
42 H 2.388 -5.333 0.170
43 H 1.255 -3.172 2.083
44 H 1.615 -4.828 2.468
45 H -0.291 0.150 -3.091
46 H -0.488 -1.362 -3.975
47 H -2.984 -0.202 -2.811
48 H -3.916 -0.861 -4.948
49 H -2.326 -1.412 -5.522
50 H -3.091 -2.230 -4.133
51 H -2.034 1.034 -1.725
52 H -2.397 0.968 -0.039
53 H -0.754 2.442 0.306
54 H -0.152 2.311 -1.333
55 H 1.318 1.785 0.783
56 H 0.699 0.161 0.686
57 H 1.528 1.153 -1.972
58 H 2.271 -0.197 -1.073
59 H 3.382 1.854 0.291
60 H 2.918 2.780 -1.117
61 H 4.463 0.240 -1.695
62 H 4.582 1.842 -2.436
63 H 6.527 1.002 -1.031
64 H 5.571 1.355 0.390
65 H 7.227 3.208 -0.841
66 H 5.686 3.589 -1.611
67 H 4.571 3.782 0.504
68 H 5.871 4.954 0.309
69 H 4.415 3.696 2.658
70 H 5.008 2.027 2.576
71 H 5.777 3.190 3.649
72 H -1.200 -1.034 2.643
73 H -1.557 0.447 1.748
74 H -3.696 -1.307 1.204
75 H -3.402 -1.508 2.949
76 H -4.187 0.628 3.391
77 H -3.465 1.300 1.868
78 H -5.188 0.442 0.521
79 H -5.908 -0.510 1.849
80 H -7.322 1.226 2.038
81 H -6.033 2.107 2.842
82 H -8.168 3.115 1.423
83 H -7.624 3.645 -0.167
84 H -6.925 4.390 1.322

Summary:
SMILES string   CCCN1C(=O)c2c(Br)c(C[C@H](C)F)c(CCCCCCCCCOC)c(CCCCCOC)c2C1=O
Total charge   0
Orbital gap   0.343 Eh
F_max   2.20 eV/Å
Calculated total energy   -4200.849173 a.u.

These are the Mulliken partial charges, in e, on atoms 1 to 6: -1.49, 0.24, -0.60, 0.02, -0.34, -0.52